(1)
A single C4H5NO molecule. Source: OMol25; level of theory: the ωB97M-V functional and the def2-TZVPD basis.

Positions of all 11 atoms, in Å:
O -1.749 -0.669 1.357
C -0.595 -0.276 0.720
C -0.410 -0.606 -0.633
C 0.676 0.051 -1.123
N 1.324 0.691 -0.138
C 0.506 0.474 1.135
H -2.329 -1.033 0.660
H -0.963 -1.360 -1.154
H 0.925 0.138 -2.171
H 2.115 1.264 -0.490
H 0.535 1.346 1.761

Atoms 1-6, force components in eV/Å:
0.4826 0.2340 0.1069
0.8027 0.1554 -0.4445
-0.1378 -0.4110 -0.4383
-0.3010 -0.4351 -0.2383
-1.2898 -0.1420 0.5327
0.6067 1.2049 -2.4320

Summary:
* net charge: 0
* lowest unoccupied orbital energy: 0.989 eV
* 2S+1: 1
* SMILES string: Oc1cc[nH]c1
* molecular weight: 83.090 g/mol
* HOMO: -8.25 eV

---

(2)
A molecular structure, C23H25IIrN6O2Se. Source: OMol25; level of theory: the ωB97M-V functional and the def2-TZVPD basis.

Positions of all 59 atoms, in Å:
Ir 0.736 0.423 0.627
C 0.634 -1.249 -3.719
C -0.636 -1.331 -2.931
N -1.663 -1.969 -3.424
C -2.811 -2.025 -2.713
C -2.981 -1.430 -1.497
C -4.304 -1.566 -0.799
O -4.927 -0.281 -0.679
C -1.882 -0.728 -0.922
C -2.120 0.026 0.276
N -1.262 0.709 0.964
C -1.756 1.549 2.003
C -3.033 2.111 1.949
C -3.503 2.901 2.983
C -2.709 3.169 4.089
C -1.421 2.662 4.138
C -0.961 1.876 3.096
I 1.013 1.210 3.123
C -0.678 -0.705 -1.640
O 0.441 -0.170 -1.240
H 0.477 -1.696 -4.697
H 1.442 -1.777 -3.206
H 0.949 -0.209 -3.823
H -3.625 -2.574 -3.173
H -4.170 -2.010 0.195
H -4.932 -2.243 -1.382
H -5.845 -0.410 -0.423
H -3.154 0.061 0.595
H -3.654 1.956 1.077
H -4.494 3.329 2.913
H -3.075 3.793 4.892
H -0.775 2.889 4.975
N 1.197 2.360 -0.150
C 2.665 2.537 -0.051
C 3.297 1.302 -0.650
N 2.731 0.092 0.023
H 0.940 2.353 -1.157
H 0.733 3.181 0.230
H 2.933 2.618 1.006
H 2.977 3.443 -0.568
H 4.381 1.316 -0.539
H 3.061 1.247 -1.714
H 3.331 -0.260 0.762
H 2.658 -0.672 -0.649
N 0.374 -1.439 1.296
C 1.415 -2.313 1.051
C 2.405 -2.527 2.025
C 3.480 -3.366 1.769
C 3.595 -4.024 0.552
C 2.602 -3.844 -0.404
C 1.525 -3.004 -0.167
H 2.306 -2.041 2.989
H 4.229 -3.513 2.538
H 4.433 -4.680 0.357
H 2.660 -4.368 -1.350
H 0.751 -2.883 -0.914
Se 0.802 2.812 -3.487
C 1.426 4.241 -2.538
N 1.773 5.139 -1.889

Atoms 1-6, force components in eV/Å:
-0.0826 -0.0928 0.2304
-0.0305 0.0153 0.0067
-0.0057 -0.0042 0.0008
-0.0145 0.0126 0.0245
0.0255 0.0100 -0.0143
-0.0125 -0.0246 -0.0145

Summary:
* net charge: 0
* lowest unoccupied orbital energy (spin up / spin down): -1.045 / -1.047 eV
* 2S+1: 2
* molecular weight: 815.574 g/mol
* HOMO (spin up / spin down): -6.97 / -6.97 eV

---

(3)
A molecular structure, C28H54BN2O9P4Zn. Source: OMol25; level of theory: the ωB97M-V functional and the def2-TZVPD basis.

Positions of all 99 atoms, in Å:
Zn 0.221 0.346 -0.410
C 2.160 2.410 3.267
C 3.183 1.297 2.982
C 3.553 0.640 4.313
C 4.420 1.958 2.365
P 2.373 0.208 1.664
C 1.233 -0.783 2.757
N 0.263 -1.566 2.004
B -0.345 -1.235 0.729
N -1.138 -2.406 0.409
C -1.968 -2.656 -0.764
P -1.386 -1.614 -2.196
C -2.975 -1.087 -3.074
C -2.535 0.029 -4.061
C -3.906 -0.464 -2.024
C -3.741 -2.180 -3.820
C -0.480 -2.882 -3.241
C -1.162 -4.215 -3.567
C 0.780 -3.153 -2.396
C -0.033 -2.189 -4.533
C -0.945 -3.382 1.380
C -1.452 -4.667 1.490
C -1.073 -5.442 2.585
C -0.218 -4.933 3.555
C 0.282 -3.634 3.459
C -0.079 -2.862 2.365
C 3.607 -1.084 1.055
C 4.551 -1.667 2.104
C 4.407 -0.432 -0.083
C 2.796 -2.234 0.436
H 2.654 3.219 3.815
H 1.324 2.054 3.870
H 1.736 2.821 2.351
H 3.844 1.425 5.021
H 4.389 -0.049 4.224
H 2.708 0.105 4.752
H 4.774 2.755 3.028
H 4.188 2.404 1.394
H 5.239 1.250 2.230
H 0.720 -0.045 3.379
H 1.801 -1.448 3.409
H -3.011 -2.417 -0.558
H -1.922 -3.719 -0.996
H -1.452 0.103 -4.170
H -2.866 1.008 -3.709
H -2.963 -0.133 -5.055
H -3.356 0.214 -1.363
H -4.408 -1.217 -1.414
H -4.686 0.111 -2.534
H -3.180 -2.552 -4.678
H -4.688 -1.773 -4.197
H -3.973 -3.025 -3.167
H -1.728 -4.624 -2.728
H -0.394 -4.951 -3.825
H -1.838 -4.136 -4.418
H 0.538 -3.626 -1.438
H 1.310 -2.218 -2.193
H 1.454 -3.823 -2.942
H -0.874 -1.946 -5.186
H 0.642 -2.851 -5.087
H 0.509 -1.265 -4.310
H -2.128 -5.069 0.745
H -1.451 -6.453 2.681
H 0.058 -5.547 4.404
H 0.939 -3.244 4.225
H 5.300 -0.946 2.431
H 5.082 -2.522 1.669
H 4.008 -2.030 2.980
H 5.063 0.365 0.270
H 3.733 -0.016 -0.833
H 5.031 -1.187 -0.574
H 2.347 -2.878 1.196
H 3.468 -2.847 -0.173
H 2.005 -1.858 -0.218
C -4.021 3.206 0.096
C -2.598 3.329 0.617
O -2.442 4.538 1.378
P -2.227 1.991 1.815
O -3.115 2.444 3.069
O -3.013 0.688 1.346
O -0.803 1.760 2.107
P -1.304 3.311 -0.714
O -2.077 3.862 -2.029
O -0.295 4.304 -0.279
O -0.987 1.861 -1.011
H -4.729 3.079 0.917
H -4.106 2.340 -0.562
H -4.275 4.106 -0.463
H -1.561 4.877 1.123
H -3.048 3.410 3.152
H -2.364 0.033 1.035
H -2.396 3.117 -2.552
C 2.559 2.344 -1.846
C 2.307 0.994 -2.495
O 2.833 0.710 -3.567
O 1.561 0.171 -1.827
H 3.227 2.944 -2.458
H 3.000 2.189 -0.857
H 1.619 2.877 -1.697

Atoms 1-6, force components in eV/Å:
-0.1228 0.3159 -0.4666
-0.0547 0.0067 -0.0197
-0.0431 0.1067 -0.1488
-0.0344 0.0307 0.0036
-0.0014 -0.0480 -0.0015
-0.1072 -0.1512 0.0730

Summary:
* net charge: -1
* lowest unoccupied orbital energy: 2.476 eV
* 2S+1: 1
* molecular weight: 762.843 g/mol
* HOMO: -5.02 eV

---

(4)
A molecular structure, C20H39O3P3Tc. Source: OMol25; level of theory: the ωB97M-V functional and the def2-TZVPD basis.

Positions of all 66 atoms, in Å:
P 3.204 -1.710 -0.022
C 3.481 -1.715 1.794
H 4.273 -2.424 2.060
H 2.537 -2.004 2.269
H 3.745 -0.705 2.124
C 4.263 -3.125 -0.523
H 4.402 -3.092 -1.610
H 3.736 -4.051 -0.263
H 5.228 -3.079 -0.009
C 4.309 -0.304 -0.468
H 5.337 -0.654 -0.625
H 4.278 0.448 0.330
H 3.936 0.158 -1.389
P -1.196 3.922 -1.122
C -1.255 4.529 0.581
H -1.456 5.609 0.585
H -0.291 4.327 1.068
H -2.049 3.998 1.124
C -0.086 5.035 -2.028
H -0.084 4.763 -3.091
H 0.929 4.912 -1.626
H -0.418 6.073 -1.898
C -2.855 4.199 -1.804
H -3.060 5.276 -1.865
H -3.588 3.712 -1.147
H -2.916 3.746 -2.803
P -1.869 -3.015 0.317
C -2.506 -3.235 2.022
H -2.939 -4.236 2.137
H -3.264 -2.467 2.221
H -1.674 -3.093 2.724
C -3.473 -3.059 -0.584
H -4.070 -3.921 -0.259
H -3.287 -3.119 -1.664
H -4.013 -2.127 -0.371
C -1.282 -4.716 -0.020
H -2.067 -5.444 0.216
H -0.390 -4.900 0.592
H -1.001 -4.784 -1.078
Tc -0.403 1.327 -1.688
C 0.902 1.605 -0.217
O 1.644 1.780 0.662
C -1.794 0.944 -0.321
O -2.602 0.738 0.490
C -1.552 0.648 -3.334
C -1.039 -0.442 -2.622
C 0.335 -0.523 -2.353
C 1.190 0.499 -2.790
C 0.676 1.599 -3.475
C -0.698 1.676 -3.738
H -2.623 0.740 -3.487
H -1.699 -1.220 -2.250
H 0.736 -1.374 -1.801
H 2.247 0.439 -2.559
H 1.327 2.424 -3.745
H -1.106 2.548 -4.232
C -0.241 0.899 4.052
C 0.154 -0.471 3.547
C 0.622 -1.450 4.596
O 0.107 -0.755 2.349
H -0.285 0.934 5.144
H -1.217 1.164 3.629
H 0.496 1.628 3.691
H 0.291 -2.459 4.334
H 1.720 -1.442 4.636
H 0.239 -1.184 5.586

Atoms 1-6, force components in eV/Å:
4.4842 -0.1295 1.7711
-1.5221 0.1729 0.2558
-0.1858 -0.0149 -0.2907
0.2842 -0.0316 0.3385
-0.1576 -0.2192 -0.1031
-1.5713 -0.6630 -1.1309

Summary:
* net charge: +4
* lowest unoccupied orbital energy (spin up / spin down): -12.089 / -15.072 eV
* 2S+1: 4
* molecular weight: 518.451 g/mol
* HOMO (spin up / spin down): -19.88 / -19.87 eV

---

(5)
A gas-phase ion, C4H8NO (charge +1). Source: OMol25; level of theory: the ωB97M-V functional and the def2-TZVPD basis.

Positions of all 14 atoms, in Å:
C -1.643 -0.651 2.615
C -1.014 -0.048 1.675
N -0.353 0.339 0.683
C 1.091 -0.081 -0.082
O 1.059 0.726 -1.108
C 0.715 0.331 -2.453
H -1.377 -0.676 3.789
H -2.597 -1.156 2.498
H -0.600 1.275 0.460
H 1.028 -1.230 -0.401
H 1.903 0.350 0.553
H 0.303 -0.651 -2.331
H 0.006 1.062 -2.814
H 1.480 0.411 -3.084

Atoms 1-6, force components in eV/Å:
-0.0274 -0.2294 3.5399
0.4827 -1.4497 -0.0894
0.2916 -0.5748 1.2784
-0.5015 -1.4565 -0.6467
1.0072 1.6454 -1.5593
-3.3615 0.1154 3.0232

Summary:
* net charge: +1
* lowest unoccupied orbital energy: -4.420 eV
* 2S+1: 1
* SMILES string: C=C=[NH+]COC
* molecular weight: 86.114 g/mol
* HOMO: -15.13 eV

---

(6)
2 unconnected molecules or ions with the total composition CH5FOSi. Source: OMol25; level of theory: the ωB97M-V functional and the def2-TZVPD basis.

Positions of all 9 atoms, in Å:
C -1.654 0.454 0.288
O 2.016 0.470 -0.634
F -2.355 -0.427 -0.545
Si 1.132 -0.702 0.095
H -1.873 0.316 1.349
H -1.286 1.377 -0.294
H 1.628 1.307 -0.770
H 0.448 -1.811 -0.785
H 1.943 -0.985 1.296

Atoms 1-6, force components in eV/Å:
2.3812 -0.7549 -1.9031
0.7479 -1.3282 -0.1439
0.6261 1.0733 1.0290
-2.8032 0.4181 -0.1264
-0.1342 0.5121 -0.5728
-1.1455 -1.4238 1.4446

Summary:
* net charge: 0
* lowest unoccupied orbital energy (spin up / spin down): 0.003 / 0.209 eV
* 2S+1: 1
* molecular weight: 80.134 g/mol
* HOMO (spin up / spin down): -8.09 / -7.40 eV